Entry 1:
DFT (ωB97M-V/def2-TZVPD) results for a molecular structure, C33H41MgN10OS.

For the HOMO energy, the calculation gives -8.77 eV. As for the energy relative to the best compared isomer or geometry (same formula, charge and spin): 0.465 eV. Its max |F| is 0.43 eV/Å. The charge is +1. For the frontier orbital gap, the calculation gives 4.97 eV.

Each line ends with the Mulliken charge.
Element x y z (Å)
Mg: 0.03 0.59 0.24  3.92
C: 1.06 0.87 -3.13  -1.66
N: -0.13 0.65 -2.30  0.96
C: -1.15 1.62 -2.75  -1.28
C: -0.56 -0.73 -2.46  -0.11
C: -1.35 -1.10 -3.53  -0.25
C: -1.81 -2.40 -3.67  -1.06
C: -1.49 -3.32 -2.68  -1.41
C: -0.69 -2.96 -1.62  -0.55
C: -0.15 -1.67 -1.49  -0.14
N: 0.63 -1.21 -0.42  0.27
C: 1.35 -2.05 0.41  -0.14
C: 1.77 -3.36 0.06  -0.34
C: 2.35 -4.22 0.97  -0.96
C: 2.57 -3.82 2.28  -1.12
C: 2.32 -2.50 2.60  -0.71
C: 1.77 -1.61 1.69  0.34
N: 1.81 -0.17 1.98  1.02
C: 1.28 0.21 3.29  -0.93
C: 3.24 0.22 1.98  -1.53
H: 0.79 0.80 -4.20  0.54
H: 1.80 0.10 -2.93  0.40
H: 1.49 1.85 -2.94  0.43
H: -1.13 1.76 -3.83  0.49
H: -0.95 2.60 -2.30  0.02
H: -2.15 1.29 -2.47  0.53
H: -1.61 -0.37 -4.28  0.42
H: -2.41 -2.68 -4.53  0.44
H: -1.87 -4.33 -2.74  0.41
H: -0.47 -3.70 -0.86  0.66
H: 1.63 -3.69 -0.96  0.76
H: 2.63 -5.22 0.65  0.41
H: 2.99 -4.50 3.01  0.47
H: 2.60 -2.14 3.59  0.34
H: 1.77 -0.33 4.12  0.55
H: 0.21 0.05 3.33  -0.39
H: 1.48 1.27 3.45  0.45
H: 3.74 -0.16 2.88  0.49
H: 3.33 1.31 1.98  0.44
H: 3.75 -0.18 1.12  0.41
C: 5.35 1.66 -2.12  -0.67
C: 4.56 0.56 -1.79  -1.18
C: 3.37 0.75 -1.11  0.45
C: 2.99 2.03 -0.73  -0.65
C: 3.78 3.13 -1.05  -0.42
C: 4.95 2.94 -1.76  -0.69
N: 1.79 2.16 0.02  0.13
N: 1.75 3.19 0.72  -0.91
C: 0.61 3.30 1.56  -0.54
C: 0.54 4.41 2.38  -0.41
C: -0.51 4.50 3.27  -0.66
C: -1.44 3.47 3.32  -0.96
C: -1.30 2.40 2.45  -0.69
N: -0.29 2.32 1.58  1.53
H: 6.27 1.51 -2.67  0.45
H: 4.87 -0.44 -2.08  0.50
H: 2.73 -0.09 -0.86  0.59
H: 3.46 4.12 -0.76  0.49
H: 5.56 3.79 -2.03  0.43
H: 1.31 5.17 2.31  0.57
H: -0.60 5.35 3.93  0.45
H: -2.27 3.50 4.01  0.49
H: -1.99 1.57 2.44  0.22
C: -5.41 -1.45 -2.63  -1.21
C: -4.85 -1.56 -1.22  -0.35
C: -4.08 -0.34 -0.81  0.24
N: -2.85 -0.34 -0.45  -0.09
N: -2.37 0.91 -0.12  -0.21
C: -3.27 1.84 -0.27  -0.03
N: -3.05 3.16 -0.03  -0.34
S: -4.81 1.25 -0.79  -0.22
H: -5.94 -2.36 -2.90  0.40
H: -4.61 -1.29 -3.35  0.22
H: -6.12 -0.62 -2.71  0.40
H: -4.15 -2.40 -1.14  0.09
H: -5.66 -1.73 -0.50  0.40
H: -2.08 3.44 -0.03  0.10
H: -3.68 3.82 -0.45  0.29
C: -1.47 -2.96 1.68  -0.48
C: -1.39 -1.68 2.45  0.25
N: -1.51 -1.78 3.79  -0.34
O: -1.23 -0.59 1.90  0.01
H: -2.04 -3.72 2.20  0.66
H: -0.45 -3.33 1.52  0.08
H: -1.91 -2.74 0.71  -0.45
H: -1.60 -2.67 4.23  0.21
H: -1.43 -0.96 4.37  0.25

Entry 2:
DFT (ωB97M-V/def2-TZVPD) results for a molecular structure, C33H41N5NdSe in a non-equilibrium geometry.

For the HOMO energy (spin up / spin down), the calculation gives -1.50 / -1.70 eV. Its max |F| is 13.54 eV/Å. The spin multiplicity is 4. The charge is -1. For the frontier orbital gap (spin up / spin down), the calculation gives 4.00 / 4.20 eV. As for the expectation value of S²: 3.7711.

Each line ends with the Mulliken charge.
Element x y z (Å)
Nd: 0.41 0.19 -0.12  -0.11
N: -1.52 -2.68 1.61  0.19
N: 2.70 -1.58 -0.89  -0.40
C: 0.48 2.39 -0.20  0.59
C: 1.89 1.96 -0.08  1.27
C: 2.06 1.25 1.21  0.32
C: 3.33 0.70 1.70  -1.96
H: 4.08 0.76 0.90  0.37
H: 3.24 -0.35 2.03  0.26
H: 3.67 1.29 2.57  0.39
C: 0.76 1.24 1.90  0.72
C: 0.49 0.71 3.23  0.11
H: 0.49 1.55 3.95  0.34
H: 1.24 -0.02 3.56  0.31
H: -0.50 0.22 3.29  -0.79
C: -0.25 1.92 1.03  0.02
C: -1.64 2.16 1.32  0.28
H: -2.13 1.27 1.80  -0.89
H: -2.23 2.40 0.43  0.20
H: -1.71 2.99 2.02  0.33
C: 2.97 2.26 -1.02  -1.83
H: 3.65 2.98 -0.55  0.37
H: 2.60 2.69 -1.95  0.30
H: 3.54 1.35 -1.26  0.31
C: -0.12 3.20 -1.25  -1.37
H: -1.16 2.90 -1.48  0.34
H: 0.45 3.16 -2.19  0.30
H: -0.15 4.25 -0.92  0.23
C: -2.34 -3.73 1.48  -0.04
H: -3.15 -3.81 2.21  0.40
C: -2.21 -4.68 0.45  -1.09
H: -2.90 -5.51 0.38  0.33
C: -1.15 -4.52 -0.47  -0.46
H: -1.01 -5.24 -1.28  0.40
C: -0.29 -3.45 -0.32  -0.26
H: 0.55 -3.29 -1.00  0.22
C: -0.48 -2.50 0.74  -1.44
C: 0.35 -1.54 1.02  0.61
H: 1.07 -1.53 1.76  0.49
C: 1.88 -0.77 -1.37  -0.44
C: 3.36 -2.07 -2.00  -1.50
H: 4.16 -2.79 -1.92  0.46
C: 2.83 -1.50 -3.13  -0.15
H: 3.05 -1.60 -4.18  0.44
N: 1.83 -0.64 -2.68  1.23
C: 1.00 0.13 -3.57  -0.10
C: 1.56 1.25 -4.21  1.12
C: 0.73 2.01 -5.06  -1.10
H: 1.14 2.89 -5.55  0.28
C: -0.61 1.65 -5.28  1.09
C: -1.50 2.52 -6.15  -1.49
H: -2.40 2.82 -5.60  0.33
H: -1.83 1.98 -7.05  0.32
H: -0.98 3.43 -6.47  0.35
C: -1.11 0.49 -4.67  -1.07
H: -2.15 0.19 -4.85  0.40
C: -0.32 -0.29 -3.81  1.14
C: -0.85 -1.56 -3.21  -1.34
H: -0.72 -2.41 -3.90  0.35
H: -1.93 -1.48 -2.98  0.40
H: -0.31 -1.83 -2.29  -0.18
C: 2.99 1.62 -3.97  -2.07
H: 3.63 1.35 -4.82  0.36
H: 3.38 1.08 -3.10  0.32
H: 3.10 2.71 -3.78  0.47
C: -3.14 1.69 4.69  -0.87
N: -2.59 0.37 5.03  0.39
C: -2.21 0.01 6.30  -0.55
C: -1.74 -1.25 6.27  -0.47
N: -1.80 -1.70 4.97  0.36
C: -1.34 -3.04 4.57  -0.67
C: -2.33 -0.70 4.19  -0.51
Se: -2.61 -0.70 2.43  -0.19
H: -4.06 1.86 5.28  0.37
H: -3.40 1.75 3.62  0.24
H: -2.40 2.47 4.93  0.33
H: -2.30 0.65 7.14  0.49
H: -1.36 -1.83 7.07  0.41
H: -0.96 -3.59 5.45  0.29
H: -2.19 -3.62 4.17  0.22
H: -0.52 -2.96 3.85  0.19

Result set for energy: -2503.11058, -4518.29271 Ha, one per record in the order listed.
Result set for molar mass: 650.13, 730.93 g/mol, one per record in the order listed.